(1)
{
  "formula": "C29H42CoN3O10P2",
  "method": "ωB97M-V/def2-TZVPD",
  "species": ["Co", "C", "O", "C", "C", "C", "C", "C", "C", "N", "N", "C", "O", "C", "C", "C", "C", "C", "C", "C", "O", "H", "H", "H", "H", "H", "H", "H", "H", "H", "H", "H", "H", "C", "C", "C", "O", "P", "O", "C", "P", "O", "O", "C", "C", "C", "O", "C", "C", "C", "O", "C", "C", "C", "H", "H", "H", "H", "H", "H", "H", "H", "H", "H", "H", "H", "H", "H", "H", "H", "H", "H", "H", "H", "H", "H", "H", "H", "H", "H", "H", "H", "H", "H", "O", "C", "N"],
  "coordinates": [[1.230, 1.140, -0.217], [3.998, 0.921, 3.227], [4.526, 2.241, 3.082], [3.856, 3.239, 2.470], [4.323, 4.504, 2.743], [3.737, 5.631, 2.162], [2.681, 5.502, 1.286], [2.175, 4.245, 0.950], [1.085, 4.190, 0.027], [0.501, 3.115, -0.379], [-0.504, 3.285, -1.247], [-1.044, 2.137, -1.615], [-0.721, 1.003, -1.131], [-2.069, 2.223, -2.688], [-2.173, 3.363, -3.482], [-3.056, 3.395, -4.549], [-3.855, 2.294, -4.827], [-3.781, 1.167, -4.021], [-2.887, 1.131, -2.964], [2.751, 3.056, 1.546], [2.323, 1.901, 1.300], [4.674, 0.422, 3.919], [3.975, 0.381, 2.286], [2.994, 0.945, 3.652], [5.161, 4.595, 3.421], [4.117, 6.612, 2.414], [2.223, 6.379, 0.847], [0.721, 5.141, -0.365], [-1.542, 4.210, -3.251], [-3.117, 4.278, -5.172], [-4.530, 2.314, -5.673], [-4.414, 0.312, -4.222], [-2.808, 0.246, -2.355], [1.415, -1.554, 3.528], [0.345, -2.344, 2.795], [-0.008, -3.646, 3.486], [-0.897, -1.585, 2.711], [-1.099, -0.547, 1.513], [0.024, 0.408, 1.456], [-1.480, -1.597, 0.076], [-0.031, -1.841, -0.991], [1.192, -1.101, -0.631], [0.339, -3.389, -0.776], [-0.444, -4.485, -1.278], [-0.918, -5.320, -0.098], [0.431, -5.293, -2.222], [-0.617, -1.768, -2.461], [0.257, -1.687, -3.627], [0.416, -0.250, -4.085], [-0.398, -2.529, -4.708], [-2.534, 0.053, 1.779], [-2.964, 0.800, 2.951], [-1.867, 1.675, 3.538], [-3.534, -0.163, 3.980], [2.340, -2.132, 3.553], [1.102, -1.336, 4.551], [1.601, -0.618, 3.007], [0.701, -2.553, 1.781], [-0.372, -3.449, 4.495], [0.869, -4.291, 3.544], [-0.789, -4.167, 2.931], [-2.276, -1.111, -0.472], [-1.828, -2.555, 0.459], [-1.302, -4.088, -1.829], [-0.061, -5.574, 0.526], [-1.381, -6.242, -0.450], [-1.645, -4.780, 0.510], [1.317, -5.642, -1.690], [0.758, -4.683, -3.064], [-0.123, -6.153, -2.598], [1.236, -2.094, -3.357], [-0.561, 0.181, -4.311], [1.031, -0.234, -4.985], [0.913, 0.350, -3.328], [-1.371, -2.102, -4.953], [-0.543, -3.562, -4.390], [0.229, -2.517, -5.599], [-3.765, 1.433, 2.567], [-1.073, 1.055, 3.955], [-2.285, 2.296, 4.329], [-1.430, 2.317, 2.774], [-2.756, -0.842, 4.329], [-4.344, -0.751, 3.547], [-3.926, 0.402, 4.826], [5.038, 1.400, -1.697], [3.854, 1.361, -1.582], [2.666, 1.324, -1.486]],
  "lumo_ha": [0.00769, -0.07666],
  "s2": 6.0826,
  "homo_lumo_gap_ev": [7.8379, 5.5169],
  "total_charge": 0,
  "multiplicity": 5
}



(2)
{
  "formula": "C27H29BrN2OS",
  "method": "ωB97M-V/def2-TZVPD",
  "species": ["O", "C", "N", "C", "H", "H", "C", "N", "C", "H", "C", "H", "H", "H", "C", "H", "C", "C", "C", "C", "C", "C", "C", "H", "H", "H", "H", "H", "H", "H", "H", "H", "H", "C", "C", "C", "C", "C", "C", "C", "H", "H", "H", "H", "H", "C", "H", "H", "S", "C", "C", "C", "C", "C", "C", "H", "H", "Br", "H", "H", "H"],
  "coordinates": [[-1.105, 1.723, -1.013], [-0.275, 1.039, -1.585], [-0.359, -0.310, -1.671], [0.685, -1.091, -2.303], [0.852, -0.734, -3.323], [0.337, -2.123, -2.361], [2.020, -1.061, -1.548], [2.802, 0.096, -1.925], [2.226, 1.346, -1.472], [2.011, 1.345, -0.391], [0.936, 1.681, -2.234], [0.768, 2.758, -2.188], [1.040, 1.388, -3.279], [2.956, 2.135, -1.664], [4.221, -0.052, -1.689], [4.565, -0.875, -2.325], [4.677, -0.350, -0.242], [4.389, 0.769, 0.717], [5.050, 1.986, 0.592], [4.780, 3.030, 1.458], [3.848, 2.870, 2.469], [3.194, 1.658, 2.611], [3.462, 0.616, 1.741], [2.943, -0.326, 1.859], [2.474, 1.525, 3.404], [3.636, 3.684, 3.146], [5.301, 3.970, 1.346], [5.788, 2.113, -0.188], [5.755, -0.525, -0.276], [4.199, -1.268, 0.105], [4.707, 0.863, -2.037], [1.810, -1.101, -0.466], [2.590, -1.951, -1.824], [-1.329, -1.084, -0.892], [-0.755, -1.449, 0.460], [-0.386, -0.454, 1.359], [0.156, -0.790, 2.586], [0.340, -2.119, 2.927], [-0.026, -3.114, 2.038], [-0.571, -2.780, 0.810], [-0.863, -3.560, 0.121], [0.111, -4.153, 2.299], [0.767, -2.378, 3.885], [0.432, -0.009, 3.279], [-0.521, 0.584, 1.095], [-2.681, -0.387, -0.750], [-2.661, 0.376, 0.023], [-2.986, 0.043, -1.704], [-3.903, -1.662, -0.276], [-5.405, -0.753, -0.112], [-6.535, -1.491, 0.239], [-7.758, -0.873, 0.387], [-7.851, 0.495, 0.183], [-6.739, 1.241, -0.163], [-5.513, 0.618, -0.312], [-4.658, 1.216, -0.581], [-6.824, 2.306, -0.317], [-9.537, 1.360, 0.383], [-8.632, -1.445, 0.657], [-6.441, -2.555, 0.392], [-1.509, -2.008, -1.458]],
  "smiles": "O=C1CCN(CCc2ccccc2)CCN1[C@H](CSc1ccc(Br)cc1)c1ccccc1",
  "lumo_ha": 0.02396,
  "homo_lumo_gap_ev": 8.6209,
  "total_charge": 0,
  "multiplicity": 1
}



(3)
{
  "formula": "C12H12Cl5N3O4Pt",
  "method": "ωB97M-V/def2-TZVPD",
  "species": ["Pt", "C", "C", "N", "O", "C", "C", "N", "O", "H", "H", "H", "H", "H", "H", "H", "Cl", "C", "C", "C", "Cl", "C", "Cl", "C", "Cl", "C", "Cl", "N", "C", "C", "O", "O", "H", "H", "H", "H", "H"],
  "coordinates": [[-0.053, 0.026, 0.066], [3.553, -1.576, -1.877], [2.175, -1.098, -1.548], [1.963, 0.041, -0.959], [3.070, 0.773, -0.542], [1.009, -1.874, -1.886], [1.081, -3.044, -2.826], [-0.114, -1.551, -1.305], [-1.242, -2.067, -1.497], [4.268, -1.007, -1.293], [3.774, -1.435, -2.934], [3.664, -2.630, -1.645], [2.719, 1.639, -0.284], [1.413, -2.742, -3.818], [0.089, -3.483, -2.911], [1.771, -3.794, -2.439], [0.245, -2.081, 2.752], [0.489, -0.410, 3.082], [0.400, 0.473, 2.011], [0.628, 1.818, 2.287], [0.518, 2.895, 0.940], [0.916, 2.293, 3.557], [1.156, 3.970, 3.834], [0.981, 1.381, 4.610], [1.330, 1.937, 6.195], [0.765, 0.023, 4.376], [0.812, -1.090, 5.679], [-4.902, 1.167, -0.877], [-3.809, 1.677, -1.703], [-2.498, 1.119, -1.171], [-1.434, 1.237, -1.724], [-2.605, 0.528, 0.007], [-5.638, 1.850, -0.753], [-3.561, 0.488, 0.252], [-5.307, 0.335, -1.290], [-3.737, 2.762, -1.592], [-3.890, 1.451, -2.773]],
  "lumo_ha": [0.00810, -0.03876],
  "s2": 2.0112,
  "homo_lumo_gap_ev": [7.8259, 6.8414],
  "total_charge": 0,
  "multiplicity": 3
}



Sequential relative energy (zero: lowest compared OMol25 entry of this formula, charge and spin) output: 0.000 0.000 0.413 eV